(1)
This record from the OMol25 dataset describes 2 unconnected molecules or ions with the total composition C3H8O2 in a non-equilibrium geometry. The level of theory is ωB97M-V with the def2-TZVPD basis set.

Values from the calculation:
frontier orbital gap	10.6389	eV
LUMO energy	0.78	eV
relative energy (zero: lowest compared OMol25 entry of this formula, charge and spin)	26.07	kcal/mol

```
! wB97M-V def2-TZVPD RIJCOSX def2/J DEFGRID3
* xyz 0 1
C 0.88474 -0.64097 1.47665
C 0.56265 -1.26015 0.12951
C 0.87610 -0.28816 -0.99949
O 0.52961 0.86018 -0.98929
H 0.83232 0.44190 1.44786
H 0.08820 -0.90177 2.18358
H 1.78780 -0.94323 1.99885
H -0.48089 -1.57040 0.10062
H 1.18336 -2.12912 -0.10307
H 1.55878 -0.64373 -1.79393
O -2.29348 1.31063 0.10864
H -2.44210 0.36430 -0.04534
H -2.18370 1.56883 -0.81649
*
```

Here are the Mulliken charges for atoms 1 to 5, given in e: number 1, C, carries -1.040; number 2, C, carries -0.183; number 3, C, carries -0.090; number 4, O, carries -0.425; number 5, H, carries 0.319

(2)
This record from the OMol25 dataset describes 12 unconnected molecules or ions with the total composition C28H84N4O16 in a non-equilibrium geometry. The level of theory is ωB97M-V with the def2-TZVPD basis set.

Values from the calculation:
frontier orbital gap	9.0167	eV
LUMO energy	0.30	eV
relative energy (zero: lowest compared OMol25 entry of this formula, charge and spin)	32.26	kcal/mol

```
! wB97M-V def2-TZVPD RIJCOSX def2/J DEFGRID3
* xyz 0 1
C 2.97105 -3.33474 0.85611
O 2.61280 -4.40567 0.00773
C 1.83842 -5.38376 0.62073
C 1.05492 -6.22456 -0.46793
C 1.94967 -6.88671 -1.40045
N 0.07355 -5.31940 -1.20759
H 3.68965 -2.62799 0.41083
H 3.50533 -3.85384 1.72030
H 2.08204 -2.83128 1.24647
H 2.49802 -5.90628 1.30907
H 1.05330 -4.92783 1.29414
H 0.54714 -6.97541 0.06244
H 2.43013 -7.71831 -1.01294
H 2.67922 -6.07383 -1.69745
H 1.52866 -7.23116 -2.36253
H 0.62504 -4.53079 -1.46852
H -0.56000 -4.98268 -0.45637
C 2.03959 6.29652 2.04801
O 2.19257 5.21739 1.09184
C 3.48304 4.63269 1.19595
C 3.56626 3.36512 0.36535
C 2.60457 2.36528 1.01187
N 4.95923 2.93812 0.32045
H 2.84355 7.10895 1.89401
H 2.13800 5.84819 3.07355
H 1.00190 6.70860 1.80853
H 4.32125 5.34442 1.00231
H 3.63766 4.35911 2.20371
H 3.26386 3.53226 -0.68966
H 3.05755 1.86433 1.91637
H 2.41956 1.55551 0.32259
H 1.53947 2.83080 1.24457
H 5.06135 2.09187 -0.23810
H 5.30319 2.71721 1.27297
C 4.78791 2.94267 -2.91665
O 5.09399 1.61781 -2.66533
C 3.99040 0.77452 -2.93453
C 4.40121 -0.68821 -2.71492
C 5.33466 -1.06392 -3.78037
N 3.10299 -1.45874 -2.74075
H 3.65803 3.13290 -2.94034
H 5.16658 3.36146 -3.83077
H 5.22799 3.44089 -2.05447
H 3.18159 1.05138 -2.17186
H 3.72444 0.85955 -3.97896
H 4.85204 -0.69644 -1.69185
H 6.32585 -0.72029 -3.56075
H 5.01549 -0.60664 -4.69884
H 5.55255 -2.13745 -3.82337
H 3.23004 -2.44301 -3.19848
H 2.41029 -0.92677 -3.32540
C -7.11567 -0.64332 3.45331
O -6.10197 0.19752 3.93448
C -5.28597 0.80781 2.98732
C -3.86995 0.10828 2.72989
C -3.22951 -0.25814 4.04113
N -2.93148 0.86534 1.85695
H -6.80942 -1.47480 2.80566
H -7.80957 -0.08919 2.83313
H -7.51384 -1.11323 4.35339
H -5.80534 0.82565 2.00408
H -5.15540 1.82454 3.48737
H -4.05619 -0.83008 2.16351
H -2.20009 -0.58890 3.88690
H -3.85589 -1.06697 4.43330
H -3.21680 0.51066 4.76555
H -2.58037 1.73448 2.22701
H -3.32990 1.07158 0.93149
O -0.01168 5.39240 4.44233
C -0.09491 4.01976 4.85392
C -0.51288 3.19250 3.67101
O -1.83504 3.55502 3.28808
H 0.21128 5.89168 5.21385
H 0.86792 3.62019 5.26683
H -0.89708 3.79866 5.60689
H -0.68024 2.08530 3.87966
H 0.24181 3.34356 2.86863
H -2.06327 4.46270 3.36870
O 0.28361 -0.04943 -3.87616
C -0.49654 1.14393 -3.53632
C 0.35019 2.28524 -3.20827
O 0.93462 2.08710 -1.91430
H -0.25470 -0.83303 -3.90428
H -1.09169 1.37015 -4.45124
H -1.17228 1.00878 -2.70273
H -0.29570 3.17095 -3.24135
H 1.13923 2.53573 -3.98643
H 0.61540 2.83813 -1.40233
O 0.18592 -2.93731 2.68671
C -0.87117 -3.86629 2.74832
C -2.04024 -3.48977 1.85044
O -1.66040 -3.47697 0.47245
H -0.12764 -2.14715 2.22654
H -0.54234 -4.88342 2.65950
H -1.29756 -3.75567 3.70800
H -2.54878 -2.52363 2.16983
H -2.78047 -4.25511 1.97908
H -1.14595 -2.70814 0.25165
O -1.02405 -0.89798 0.92544
C -0.22705 -0.03990 0.12710
C 1.03543 -0.69156 -0.23818
O 0.76972 -1.90218 -0.88186
H -1.86768 -0.43075 1.17100
H -0.67471 0.31572 -0.79576
H -0.01626 0.90568 0.61857
H 1.65997 -0.84489 0.67635
H 1.63721 0.05700 -0.84454
H 1.46926 -1.90956 -1.55422
C -4.44610 -0.76948 -4.30928
O -3.57709 -0.40337 -3.23001
H -5.41318 -1.16995 -3.82115
H -4.63635 0.10653 -4.89131
H -4.14278 -1.55542 -4.96318
H -2.85597 -1.07773 -3.04252
C -1.65476 -3.34459 -3.19600
O -1.29692 -2.06045 -2.71814
H -2.09848 -3.93577 -2.38173
H -2.34721 -3.14808 -3.98197
H -0.84493 -3.92677 -3.64351
H -0.54237 -2.02625 -2.16722
C -0.92949 4.51558 -0.06285
O 0.20511 4.40223 -0.89096
H -1.66156 3.94397 -0.60890
H -0.70848 4.16027 0.93707
H -1.39983 5.50696 0.08557
H 0.95497 4.82132 -0.42381
C -4.38687 -1.59895 -0.54574
O -4.10650 -0.18094 -0.60609
H -5.16789 -1.70083 0.30745
H -4.80499 -1.91321 -1.47296
H -3.46216 -2.13153 -0.22102
H -4.04765 0.16594 -1.50985
*
```

Here are the Mulliken charges for atoms 1 to 5, given in e: number 1, C, carries -0.311; number 2, O, carries -0.261; number 3, C, carries -0.097; number 4, C, carries 0.050; number 5, C, carries -1.680

(3)
This record from the OMol25 dataset describes a molecular structure, CHLiOY in a non-equilibrium geometry. The level of theory is ωB97M-V with the def2-TZVPD basis set.

Values from the calculation:
frontier orbital gap (alpha / beta)	4.7398 / 4.7684	eV
LUMO energy (alpha / beta)	-4.60 / -4.56	eV
relative energy (zero: lowest compared OMol25 entry of this formula, charge and spin)	77.54	kcal/mol

```
! wB97M-V def2-TZVPD RIJCOSX def2/J DEFGRID3
* xyz 1 1
H -2.49533 -0.94523 -0.97404
O -4.29138 -2.15799 -0.71111
C -3.41510 -1.47429 -0.95513
Y -0.41957 0.22917 -1.22007
Li 1.30296 -0.02333 1.62024
*
```

What are the Mulliken partial charges on each atom? They are as follows, in elementary charge units: number 1, H, carries -0.525; number 2, O, carries -0.195; number 3, C, carries 0.970; number 4, Y, carries 0.196; number 5, Li, carries 0.554

(4)
This record from the OMol25 dataset describes 2 unconnected molecules or ions with the total composition C3H5NO2. The level of theory is ωB97M-V with the def2-TZVPD basis set.

Values from the calculation:
frontier orbital gap	11.2019	eV
LUMO energy	0.75	eV
relative energy (zero: lowest compared OMol25 entry of this formula, charge and spin)	45.04	kcal/mol

```
! wB97M-V def2-TZVPD RIJCOSX def2/J DEFGRID3
* xyz 0 1
O 0.19029 0.03702 2.56354
C 0.13836 -0.32613 1.45201
N 0.23645 -0.83371 0.35196
C -0.49660 -0.65506 -0.85769
C -1.36128 0.58909 -0.86534
O -1.46256 1.32701 0.08124
H -1.14778 -1.52116 -1.04368
H 0.19128 -0.60653 -1.71164
H -1.91028 0.77249 -1.81037
H 2.62945 0.43016 0.65002
H 2.99268 0.78682 1.18994
*
```

Here are the Mulliken charges for atoms 1 to 5, given in e: number 1, O, carries -0.432; number 2, C, carries 0.727; number 3, N, carries -0.440; number 4, C, carries -0.462; number 5, C, carries 0.142